Computed, not measured: a 7-piece molecular cluster, C64H63BrNO16 overall, with ωB97M-V/def2-TZVPD.

Computed properties:
net charge = +1
E_tot = -171668.9294 eV
molecular weight = 1182.103 g mol⁻¹

Element x y z (Å)
C1 6.37 -4.25 1.50
O1 5.39 -4.21 2.52
C2 4.80 -2.94 2.70
C3 3.34 -2.92 2.24
C4 2.38 -2.22 3.21
C5 2.40 -0.66 3.20
C6 3.23 0.02 2.13
C7 2.64 0.00 0.70
C8 1.12 -0.05 0.65
C9 0.59 0.13 -0.80
C10 -0.72 0.94 -0.84
C11 -0.65 2.32 -1.54
C12 -0.70 3.54 -0.60
C13 0.39 3.63 0.44
C14 1.73 3.72 0.05
C15 2.15 3.77 -1.40
O2 2.14 4.83 -1.94
O3 2.50 2.66 -2.09
C16 3.91 2.38 -2.08
C17 4.12 1.33 -3.15
O4 4.19 1.61 -4.28
Br1 4.22 -0.53 -2.63
C18 2.75 3.82 1.00
C19 2.42 3.86 2.33
N1 1.14 3.80 2.69
C20 0.11 3.69 1.82
C21 -1.26 3.69 2.45
C22 -1.93 2.33 2.30
C23 -3.10 2.15 1.57
C24 -3.67 0.90 1.40
C25 -3.05 -0.21 1.97
C26 -3.64 -1.58 1.73
C27 -1.91 -0.03 2.74
C28 -1.34 1.23 2.90
H1 7.07 -3.41 1.54
H2 5.90 -4.34 0.52
H3 6.95 -5.16 1.65
H4 4.92 -2.56 3.72
H5 5.34 -2.24 2.05
H6 3.05 -3.98 2.23
H7 3.26 -2.58 1.21
H8 1.36 -2.55 3.06
H9 2.66 -2.55 4.21
H10 2.81 -0.35 4.16
H11 1.36 -0.32 3.21
H12 3.30 1.08 2.42
H13 4.26 -0.33 2.10
H14 3.06 -0.78 0.07
H15 2.93 0.94 0.22
H16 0.72 -0.96 1.10
H17 0.74 0.81 1.21
H18 0.40 -0.87 -1.21
H19 1.39 0.55 -1.39
H20 -1.43 0.35 -1.41
H21 -1.12 0.99 0.16
H22 -1.53 2.40 -2.17
H23 0.20 2.32 -2.21
H24 -1.68 3.64 -0.15
H25 -0.58 4.43 -1.22
H26 4.49 3.28 -2.31
H27 4.23 1.99 -1.11
H28 3.77 3.90 0.66
H29 3.20 3.96 3.07
H30 0.93 3.87 3.69
H31 -1.89 4.42 1.95
H32 -1.19 3.96 3.51
H33 -3.54 3.03 1.11
H34 -4.56 0.83 0.79
H35 -3.37 -1.80 0.69
H36 -4.72 -1.59 1.80
H37 -3.15 -2.33 2.33
H38 -1.44 -0.90 3.19
H39 -0.44 1.29 3.50
C29 -1.16 -3.53 -4.12
C30 -1.63 -2.87 -3.07
C31 -1.48 -3.43 -1.70
O5 -1.90 -2.83 -0.73
C32 -0.80 -4.73 -1.55
C33 -0.33 -5.39 -2.61
C34 -0.47 -4.83 -3.98
O6 -0.05 -5.43 -4.94
H40 -1.25 -3.14 -5.13
H41 -2.12 -1.92 -3.14
H42 -0.71 -5.12 -0.55
H43 0.17 -6.35 -2.53
C35 -1.98 8.15 -3.43
C36 -1.26 9.03 -4.12
C37 0.19 8.80 -4.38
O7 0.85 9.60 -5.00
C38 0.79 7.56 -3.84
C39 0.07 6.68 -3.15
C40 -1.38 6.91 -2.90
O8 -2.04 6.11 -2.26
H44 -3.04 8.30 -3.24
H45 -1.68 9.94 -4.53
H46 1.84 7.41 -4.04
H47 0.50 5.77 -2.75
C41 -0.76 7.81 6.26
C42 -0.43 6.53 6.12
C43 0.71 6.13 5.27
O9 1.02 4.95 5.15
C44 1.47 7.19 4.58
C45 1.14 8.47 4.71
C46 0.00 8.88 5.57
O10 -0.31 10.05 5.69
H48 -1.59 8.13 6.87
H49 -0.96 5.73 6.62
H50 2.31 6.87 3.97
H51 1.68 9.26 4.22
C47 -3.08 -9.42 -1.20
C48 -3.83 -10.37 -1.77
C49 -4.17 -10.31 -3.21
O11 -4.85 -11.17 -3.73
C50 -3.65 -9.16 -4.00
C51 -2.90 -8.22 -3.42
C52 -2.56 -8.28 -1.98
O12 -1.88 -7.41 -1.46
H52 -2.82 -9.45 -0.15
H53 -4.21 -11.21 -1.22
H54 -3.91 -9.14 -5.05
H55 -2.51 -7.37 -3.98
C53 -2.27 1.90 -6.99
C54 -2.02 1.07 -5.98
C55 -2.68 -0.25 -5.89
O13 -2.46 -1.00 -4.96
C56 -3.63 -0.62 -6.96
C57 -3.88 0.20 -7.98
C58 -3.22 1.53 -8.07
O14 -3.45 2.28 -8.99
H56 -1.80 2.87 -7.08
H57 -1.33 1.32 -5.18
H58 -4.10 -1.59 -6.88
H59 -4.57 -0.05 -8.77
C59 1.41 -6.72 5.00
C60 1.20 -5.53 4.45
C61 -0.16 -5.05 4.14
O15 -0.36 -3.96 3.63
C62 -1.30 -5.95 4.46
C63 -1.09 -7.15 5.01
C64 0.28 -7.63 5.32
O16 0.47 -8.71 5.82
H60 2.40 -7.09 5.23
H61 2.02 -4.85 4.21
H62 -2.29 -5.58 4.22
H63 -1.90 -7.82 5.25

---

Computed, not measured: C36H59N5O6PS2Y as an isolated structure, with ωB97M-V/def2-TZVPD.

Computed properties:
net charge = +2
E_tot = -90022.9576 eV
ΔE to the lowest compared entry with this formula, charge and spin = 0.0 kJ/mol
molecular weight = 841.911 g mol⁻¹

Element x y z (Å)
Y1 -0.92 -0.23 0.18
C1 -2.93 -1.21 4.75
O1 -3.22 -2.04 3.60
C2 -2.77 -1.60 2.44
O2 -2.13 -0.57 2.28
N1 -3.12 -2.43 1.44
N2 -2.66 -2.16 0.14
H1 -3.35 -1.74 5.59
H2 -3.39 -0.24 4.64
H3 -1.85 -1.10 4.87
H4 -3.66 -3.26 1.63
H5 -3.45 -1.98 -0.47
H6 -2.13 -2.95 -0.21
O3 -0.42 1.68 1.23
S1 -0.53 2.65 2.41
C3 -2.12 3.49 2.21
C4 -2.30 4.42 1.02
C5 -2.43 3.73 -0.34
C6 -3.80 3.08 -0.52
S2 -3.78 1.56 -1.50
O4 -2.76 0.71 -0.75
C7 -3.01 2.14 -2.99
C8 -3.86 2.65 -3.96
C9 -3.31 3.14 -5.14
C10 -1.94 3.07 -5.34
C11 -1.11 2.53 -4.37
C12 -1.64 2.06 -3.18
C13 0.60 3.96 2.02
C14 1.13 4.05 0.74
C15 1.99 5.10 0.46
C16 2.31 6.03 1.44
C17 1.78 5.91 2.72
C18 0.92 4.87 3.02
H7 -2.24 4.03 3.15
H8 -2.84 2.66 2.22
H9 -1.47 5.13 0.99
H10 -3.20 5.02 1.21
H11 -1.65 2.98 -0.44
H12 -2.27 4.46 -1.13
H13 -4.52 3.74 -1.01
H14 -4.24 2.76 0.43
H15 -4.93 2.67 -3.81
H16 -3.96 3.55 -5.90
H17 -1.52 3.44 -6.27
H18 -0.04 2.46 -4.54
H19 -0.99 1.60 -2.43
H20 0.89 3.31 -0.01
H21 2.42 5.19 -0.53
H22 2.98 6.85 1.22
H23 2.04 6.63 3.49
H24 0.52 4.76 4.02
C19 0.84 -3.70 4.30
N3 0.36 -3.58 2.93
C20 -0.61 -4.59 2.55
P1 1.16 -2.75 1.75
O5 0.14 -2.07 0.86
N4 2.10 -1.62 2.47
C21 3.53 -1.79 2.69
C22 1.52 -0.47 3.14
N5 2.06 -3.79 0.89
C23 2.65 -3.40 -0.39
C24 2.65 -5.00 1.47
H25 1.30 -4.68 4.48
H26 0.01 -3.59 5.00
H27 1.58 -2.94 4.52
H28 -0.21 -5.60 2.66
H29 -0.91 -4.46 1.51
H30 -1.50 -4.51 3.18
H31 3.92 -2.62 2.11
H32 3.75 -1.98 3.75
H33 4.06 -0.89 2.39
H34 0.44 -0.47 3.04
H35 1.92 0.46 2.71
H36 1.76 -0.48 4.21
H37 2.14 -2.54 -0.80
H38 2.55 -4.23 -1.10
H39 3.71 -3.17 -0.28
H40 2.18 -5.24 2.42
H41 3.73 -4.87 1.63
H42 2.51 -5.84 0.79
C25 -1.61 -1.71 -4.11
C26 -0.87 -2.13 -2.84
C27 -1.09 -3.61 -2.53
C28 0.60 -1.76 -2.92
C29 1.47 -2.52 -3.70
C30 2.81 -2.20 -3.80
C31 3.29 -1.08 -3.13
C32 2.46 -0.29 -2.35
C33 3.05 0.92 -1.65
C34 2.97 0.84 -0.12
C35 2.44 2.23 -2.17
C36 1.10 -0.64 -2.24
O6 0.28 0.10 -1.46
H43 -2.67 -1.95 -4.05
H44 -1.20 -2.25 -4.97
H45 -1.49 -0.65 -4.30
H46 -1.32 -1.57 -2.01
H47 -0.72 -4.25 -3.34
H48 -2.15 -3.83 -2.42
H49 -0.55 -3.91 -1.62
H50 1.08 -3.38 -4.23
H51 3.47 -2.79 -4.41
H52 4.34 -0.82 -3.22
H53 4.11 0.93 -1.91
H54 1.94 0.98 0.22
H55 3.58 1.63 0.34
H56 3.33 -0.13 0.24
H57 1.36 2.24 -2.01
H58 2.63 2.34 -3.24
H59 2.88 3.08 -1.66

---

Computed, not measured: an isolated ion of composition CH3O3S and charge -1, with ωB97M-V/def2-TZVPD.

Computed properties:
net charge = -1
E_tot = -18064.1274 eV
SMILES string = CS(=O)(=O)[O-]
ΔE to the lowest compared entry with this formula, charge and spin = 70.6 kJ/mol
molecular weight = 95.099 g mol⁻¹

Element x y z (Å)
C1 -0.42 -0.97 0.09
O1 1.56 0.84 -0.71
O2 -0.71 1.79 -0.72
O3 0.49 1.25 1.46
S1 0.29 0.98 0.02
H1 0.59 -1.33 -0.37
H2 -0.66 -1.63 0.90
H3 -1.15 -0.93 -0.66

---

Computed, not measured: C26H30N5NiO2S3 as an isolated structure, with ωB97M-V/def2-TZVPD.

Computed properties:
multiplicity = 3
net charge = +1
E_tot = -112539.6679 eV
ΔE to the lowest compared entry with this formula, charge and spin = 154.4 kJ/mol
molecular weight = 599.453 g mol⁻¹

Element x y z (Å)
Ni1 -0.19 0.53 -0.94
C1 4.10 0.66 1.00
C2 2.63 0.43 1.28
N1 2.25 -0.97 1.14
C3 2.40 -1.78 2.35
C4 1.09 -1.85 3.12
C5 1.79 -1.57 0.00
S1 1.66 -0.55 -1.46
N2 1.51 -2.84 0.12
C6 1.13 -3.69 -0.95
O1 1.05 -3.44 -2.12
C7 0.72 -5.06 -0.47
C8 0.40 -6.03 -1.42
C9 0.00 -7.29 -1.02
C10 -0.09 -7.60 0.34
C11 0.23 -6.64 1.29
C12 0.64 -5.37 0.88
H1 4.36 1.70 1.16
H2 4.34 0.40 -0.03
H3 4.72 0.04 1.66
H4 2.01 1.04 0.63
H5 2.38 0.71 2.31
H6 3.18 -1.32 2.95
H7 2.73 -2.77 2.06
H8 0.74 -0.86 3.39
H9 1.22 -2.43 4.04
H10 0.33 -2.35 2.51
H11 0.49 -5.77 -2.47
H12 -0.24 -8.05 -1.76
H13 -0.40 -8.59 0.65
H14 0.17 -6.88 2.34
H15 0.90 -4.62 1.61
N3 -3.01 1.61 1.81
C13 -2.38 2.84 1.93
C14 -2.66 3.97 2.69
C15 -1.80 5.04 2.55
C16 -0.70 4.99 1.68
C17 -0.43 3.87 0.92
C18 -1.29 2.79 1.06
N4 -1.27 1.54 0.44
C19 -2.31 0.88 0.92
C20 -2.59 -0.45 0.43
C21 -3.57 -1.34 0.73
S2 -3.38 -2.75 -0.23
C22 -2.01 -2.07 -0.96
N5 -1.70 -0.88 -0.52
H16 -3.83 1.31 2.30
H17 -3.51 4.00 3.37
H18 -1.98 5.93 3.13
H19 -0.06 5.85 1.61
H20 0.41 3.82 0.25
H21 -4.37 -1.25 1.44
H22 -1.44 -2.58 -1.72
O2 0.50 2.33 -1.69
S3 0.52 2.51 -3.22
C23 1.07 4.24 -3.43
C24 -0.14 5.08 -3.86
C25 -1.38 4.39 -3.31
C26 -1.20 2.92 -3.67
H23 1.91 4.27 -4.12
H24 1.42 4.50 -2.43
H25 -0.20 5.11 -4.95
H26 -0.04 6.10 -3.51
H27 -2.30 4.79 -3.73
H28 -1.43 4.49 -2.22
H29 -1.29 2.75 -4.75
H30 -1.84 2.21 -3.14

---

Computed, not measured: an isolated ion of composition C9H10IN3O and charge +2, with ωB97M-V/def2-TZVPD.

Computed properties:
net charge = +2
E_tot = -24091.7899 eV
SMILES string = C/N=[NH+]/C[N+](=C=O)c1ccc(I)cc1
ΔE to the lowest compared entry with this formula, charge and spin = 3.5 kJ/mol
molecular weight = 303.103 g mol⁻¹

Element x y z (Å)
C1 1.83 0.56 0.85
C2 1.85 -1.27 -0.82
C3 3.25 0.68 0.68
C4 3.16 -1.05 -1.06
C5 1.19 -0.35 0.05
C6 3.85 -0.15 -0.22
C7 -1.01 0.50 -0.95
C8 -0.80 -0.75 1.11
C9 -4.15 0.38 0.89
N1 -2.49 0.52 -0.75
N2 -0.31 -0.28 0.03
N3 -2.87 0.30 0.44
O1 -1.12 -1.33 2.04
I1 5.96 -0.12 -0.59
H1 1.26 1.30 1.27
H2 1.19 -1.95 -1.46
H3 3.83 1.33 1.22
H4 3.73 -1.65 -1.83
H5 -0.85 0.07 -2.04
H6 -0.69 1.54 -0.90
H7 -4.36 -0.56 1.35
H8 -5.01 0.78 0.26
H9 -4.29 0.84 1.92
H10 -3.15 0.67 -1.49

---

Computed, not measured: a 2-piece molecular cluster, C14H16 overall, with ωB97M-V/def2-TZVPD.

Computed properties:
net charge = 0
E_tot = -14777.4844 eV
SMILES string = Cc1ccccc1.Cc1ccccc1
ΔE to the lowest compared entry with this formula, charge and spin = 27.1 kJ/mol
molecular weight = 184.282 g mol⁻¹

Element x y z (Å)
C1 -0.15 -2.73 -1.19
C2 -2.52 -1.06 1.24
C3 -1.92 -1.46 0.06
C4 -2.00 -1.45 2.47
C5 -0.77 -2.24 0.09
C6 -0.87 -2.24 2.50
C7 -0.24 -2.61 1.32
H1 -3.44 -0.50 1.18
H2 -2.35 -1.18 -0.90
H3 -2.45 -1.08 3.38
H4 -0.44 -2.57 3.45
H5 -0.34 -2.05 -2.01
H6 -0.59 -3.69 -1.47
H7 0.69 -3.16 1.40
H8 0.93 -2.90 -1.10
C8 1.41 1.55 -3.23
C9 1.85 3.11 0.21
C10 0.96 2.37 0.98
C11 1.98 2.85 -1.14
C12 1.26 1.83 -1.75
C13 0.27 1.33 0.39
C14 0.35 1.11 -0.99
H9 2.38 3.94 0.66
H10 0.90 2.62 2.03
H11 2.70 3.41 -1.74
H12 -0.28 0.62 0.99
H13 0.50 1.81 -3.77
H14 1.68 0.51 -3.38
H15 0.07 0.11 -1.31
H16 2.20 2.16 -3.68